No. 1
Below is a structure of composition C34H44BClHfN5O6Se4Te in a non-equilibrium geometry, with properties calculated with wB97M-V/def2-TZVPD.

Calculated values
molar mass = 1287.0 g/mol
total charge = -1
orbital gap = 5.7 eV
highest occupied orbital energy = -4.364 eV
multiplicity = 1

Last column: Mulliken charge in e.
Cartesian coordinates (Å):
H1 -3.270 3.195 0.719  0.672
C1 -1.661 -5.099 1.726  1.834
C2 -1.536 0.061 3.299  0.969
C3 -3.319 -3.510 0.527  -1.986
C4 -0.430 2.856 -4.389  0.023
H2 -2.634 -3.352 -0.305  0.402
H3 1.008 2.837 -2.120  -0.514
H4 -4.007 -2.895 3.084  0.465
H5 1.367 2.241 -5.343  0.685
C5 -3.555 -3.882 2.976  -2.122
C6 -1.106 -5.348 0.335  -1.610
H6 1.447 1.599 -0.954  -1.110
Cl1 -3.181 6.073 -2.759  -0.252
O1 -0.545 -4.735 2.574  -0.294
H7 2.351 3.360 -4.103  0.341
H8 -1.028 -1.486 0.104  0.872
H9 -5.358 3.482 2.071  0.430
H10 -3.039 -4.121 3.907  0.387
H11 0.256 0.892 -2.932  0.283
O2 -0.668 1.756 0.488  -0.565
C7 -0.987 5.198 -4.093  -0.987
C8 -0.149 4.202 -4.584  0.000
H12 -1.884 -5.721 -0.338  0.280
O3 -1.249 -0.803 4.139  -0.692
H13 -0.754 6.244 -4.239  0.418
C9 2.459 -0.746 -2.616  -2.760
H14 -3.338 3.235 -2.655  0.405
H15 3.021 0.989 -5.178  0.587
H16 4.886 0.955 -2.547  0.320
H17 -0.311 -6.092 0.408  0.494
H18 -4.005 -4.316 0.252  0.367
H19 -3.167 -6.652 1.712  0.318
H20 0.544 -0.267 -4.183  0.774
C10 1.605 2.963 3.772  -1.481
C11 -3.880 1.069 3.956  -0.582
C12 3.226 2.960 -3.589  -2.303
C13 -4.608 2.764 2.378  -0.559
H21 3.749 1.783 1.543  0.156
H22 4.018 0.825 -1.012  0.105
C14 -3.446 2.614 1.616  -0.439
H23 3.086 -0.740 0.184  -0.727
H24 2.188 -1.549 -3.298  0.579
H25 4.653 2.375 -1.526  0.517
C15 -2.746 0.944 3.190  -0.236
H26 -2.545 -6.264 3.330  0.344
N1 2.591 -6.820 1.304  -0.744
Te1 3.512 -2.179 2.876  0.387
C16 2.815 2.351 1.564  0.187
O4 3.139 0.285 -4.532  -0.729
C17 -2.442 3.501 -3.199  -1.012
N2 1.022 -1.094 0.642  2.147
H27 0.843 3.584 3.288  0.324
Se1 1.327 -1.480 5.595  -0.364
C18 -4.824 2.006 3.526  -0.580
N3 0.303 -1.149 -1.481  -0.888
H28 -5.736 2.146 4.091  0.412
H29 -0.661 -4.449 -0.091  0.050
C19 1.855 2.364 -1.619  -0.319
H30 -1.837 1.481 -3.520  0.434
C20 -1.179 1.274 1.466  -0.701
Hf1 0.694 -1.415 3.030  -0.107
N4 1.645 -0.892 -1.416  1.307
B1 -0.471 -3.372 2.653  0.146
Se2 2.393 -3.952 0.418  -0.152
C21 4.177 1.459 -1.887  -2.244
H31 2.236 2.047 0.691  -0.410
H32 1.202 2.481 4.659  0.287
H33 3.651 3.784 -3.010  0.513
C22 -2.275 -6.369 2.280  -1.912
C23 2.314 0.577 -3.390  1.560
C24 2.880 1.819 -2.622  3.226
C25 -2.531 1.686 2.055  0.280
O5 -1.636 -2.782 2.103  0.036
Se3 3.587 -0.857 5.187  -0.483
C26 -1.595 2.524 -3.695  0.197
H34 -4.030 0.470 4.844  0.565
H35 -0.005 1.253 -5.724  0.304
H36 -3.909 -2.602 0.672  0.459
H37 -4.350 -4.614 2.820  0.349
C27 0.490 1.767 -4.897  -1.449
C28 0.852 0.715 -3.824  -1.026
Se4 5.017 -0.766 1.524  -0.658
H38 -1.547 -7.178 2.197  0.501
H39 2.991 3.426 1.529  0.514
C29 -2.125 4.835 -3.400  0.498
N5 -0.674 0.279 2.300  1.532
H40 2.329 3.126 -0.995  0.954
C30 2.053 -0.873 -0.149  -0.330
C31 2.059 1.919 2.786  0.557
C32 -2.585 -3.848 1.806  1.342
H41 0.749 4.488 -5.122  0.364
O6 1.806 0.749 2.993  -0.127
H42 3.976 2.668 -4.328  0.411
C33 -0.023 -1.266 -0.223  -1.457
C34 2.547 -5.710 0.976  0.199
H43 2.437 3.620 4.032  0.436
H44 3.489 -0.908 -2.309  0.405


No. 2
Below is an isolated molecule of C3H7NO2 in a non-equilibrium geometry, with properties calculated with wB97M-V/def2-TZVPD.

Calculated values
molar mass = 89.1 g/mol
total charge = 0
orbital gap = 10.0 eV
highest occupied orbital energy = -9.283 eV
SMILES = CNCC(=O)O
multiplicity = 1

Last column: Mulliken charge in e.
Cartesian coordinates (Å):
H1 2.719 1.459 -1.180  0.232
H2 2.668 -0.321 -0.971  0.277
C1 2.146 0.557 -1.345  -0.772
C2 0.593 -0.162 0.415  -0.324
H3 0.057 0.412 -1.405  0.311
H4 2.052 0.480 -2.433  0.324
C3 -0.871 -0.257 0.717  0.424
H5 1.094 -1.127 0.288  0.300
H6 1.117 0.372 1.210  0.323
N1 0.799 0.712 -0.801  -0.443
O1 -1.383 0.050 1.753  -0.518
O2 -1.557 -0.819 -0.317  -0.462
H7 -2.332 -1.254 0.078  0.330


No. 3
Below is the ion C7H12NO2 with charge +1 in a non-equilibrium geometry, with properties calculated with wB97M-V/def2-TZVPD.

Calculated values
molar mass = 142.2 g/mol
total charge = +1
orbital gap = 10.9 eV
highest occupied orbital energy = -14.968 eV
SMILES = C[C@@H]1CC(=[N+](C)C)OC1=O
multiplicity = 1

Last column: Mulliken charge in e.
Cartesian coordinates (Å):
H1 -1.122 1.258 0.731  0.420
H2 -2.760 -0.918 -1.250  0.363
H3 2.149 1.717 2.516  0.354
H4 0.333 1.958 2.591  0.378
C1 1.143 1.397 2.113  -1.404
H5 1.377 2.622 0.377  0.349
O1 1.175 0.064 -1.211  -0.357
C2 -0.350 -2.150 -1.647  -0.987
C3 -0.363 1.337 -0.006  -0.825
C4 1.072 1.602 0.630  0.580
N1 -0.651 -1.031 -0.847  0.020
H6 0.492 -2.010 -2.247  0.427
C5 -0.078 0.093 -0.809  0.786
H7 -0.078 -2.896 -0.803  0.366
C6 1.851 0.485 -0.076  0.189
H8 -2.295 -2.131 0.086  0.338
H9 -2.249 -0.260 0.394  0.273
H10 -0.536 2.120 -0.699  0.314
O2 2.886 0.019 0.243  -0.429
H11 1.288 0.317 2.424  0.315
C7 -2.049 -1.103 -0.358  -0.815
H12 -1.233 -2.488 -2.151  0.345


No. 4
Below is an isolated molecule of C3H3N3O in a non-equilibrium geometry, with properties calculated with wB97M-V/def2-TZVPD.

Calculated values
molar mass = 97.1 g/mol
total charge = 0
orbital gap = 8.6 eV
highest occupied orbital energy = -10.083 eV
SMILES = O/C=C1/C=NN=N1
multiplicity = 1

Last column: Mulliken charge in e.
Cartesian coordinates (Å):
C1 -0.040 -1.304 -0.413  -0.230
C2 -0.551 0.569 1.274  -0.178
C3 -0.219 -0.004 0.000  0.642
N1 -0.138 1.862 1.277  -0.260
H1 -1.283 0.042 1.826  0.372
H2 0.802 -0.537 -2.000  0.409
N2 0.480 1.060 -0.590  -0.214
O1 0.552 -1.363 -1.659  -0.449
H3 -0.284 -2.356 0.032  0.307
N3 0.680 2.030 0.252  -0.398


No. 5
Below is a structure of composition C2H3CuMgO2 in a non-equilibrium geometry, with properties calculated with wB97M-V/def2-TZVPD.

Calculated values
molar mass = 146.9 g/mol
total charge = +1
orbital gap (spin up / spin down) = 5.9 / 7.6 eV
highest occupied orbital energy (spin up / spin down) = -11.641 / -13.618 eV
multiplicity = 2
expectation value of S² = 0.7507

Last column: Löwdin spin population.
Cartesian coordinates (Å):
C1 -0.191 0.406 -0.200  0.026
O1 0.946 -0.163 -0.745  0.190
Cu1 1.919 -1.662 0.308  0.078
H1 -0.499 -1.119 1.408  0.002
C2 -0.683 -0.056 1.131  0.003
O2 -1.848 0.323 1.324  0.001
H2 -1.298 0.256 -0.694  0.002
Mg1 1.839 0.503 -2.334  0.691
H3 -0.186 1.512 -0.198  0.006


No. 6
Below is a cluster of 2 separate species, CH4O4 in total in a non-equilibrium geometry, with properties calculated with wB97M-V/def2-TZVPD.

Calculated values
molar mass = 80.0 g/mol
total charge = 0
orbital gap = 10.2 eV
highest occupied orbital energy = -9.766 eV
multiplicity = 1

Last column: Mulliken charge in e.
Cartesian coordinates (Å):
H1 0.935 -0.584 1.625  0.341
H2 0.111 -1.116 -1.659  0.345
O1 -0.995 0.120 0.956  -0.407
O2 1.048 -0.695 0.660  -0.446
H3 -1.785 0.205 0.529  0.291
C1 -0.097 -0.202 0.090  0.823
O3 0.447 1.402 -0.976  -0.683
H4 0.847 1.911 -0.347  0.238
O4 -0.511 -1.042 -0.879  -0.501


No. 7
Below is a cluster of 6 separate species, C37H37F5N2O4 in total in a non-equilibrium geometry, with properties calculated with wB97M-V/def2-TZVPD.

Calculated values
molar mass = 668.7 g/mol
total charge = 0
orbital gap = 9.2 eV
highest occupied orbital energy = -9.110 eV
SMILES = NCCCCCOC(=O)ON=C=O.Fc1ccccc1.Fc1ccccc1.Fc1ccccc1.Fc1ccccc1.Fc1ccccc1
multiplicity = 1

Last column: Mulliken charge in e.
Cartesian coordinates (Å):
H1 2.539 -1.441 2.230  0.311
C1 2.323 1.120 2.905  0.651
C2 1.422 -1.611 -2.273  -0.368
H2 2.470 -1.363 -2.167  0.454
H3 1.148 2.994 -1.824  0.479
H4 -2.321 -5.739 -5.694  0.409
H5 -3.202 5.187 -2.112  0.209
C3 -1.419 -1.565 4.754  -0.771
H6 -0.173 -3.136 4.083  0.428
C4 -0.230 1.191 0.896  0.884
F1 3.333 -3.811 5.381  -0.333
C5 -0.341 5.800 -2.998  -0.254
C6 -6.901 6.173 -2.309  0.258
H7 4.251 -3.546 7.788  0.408
C7 -0.035 -2.084 4.352  -0.954
C8 7.207 -2.803 6.295  -0.499
C9 -6.567 4.837 -2.224  -0.400
O1 2.716 2.207 3.193  -0.546
F2 -1.573 7.406 -1.799  -0.354
H8 2.410 -1.942 3.895  0.226
C10 -1.574 -5.416 -6.407  -0.482
F3 -1.929 -3.187 -5.747  -0.309
C11 -5.226 4.486 -2.158  -0.553
C12 0.058 -5.882 -8.113  -0.539
H9 0.026 -0.462 2.879  -0.655
H10 -4.948 3.443 -2.099  0.389
H11 0.369 -2.058 2.230  0.086
H12 -1.129 -7.378 -7.137  0.355
H13 -3.841 7.573 -2.253  0.387
C13 -1.276 -2.253 -2.479  -0.553
C14 0.043 4.393 -0.631  -0.343
H14 -0.387 0.059 6.692  0.214
C15 -4.603 6.808 -2.248  -0.178
C16 -4.244 5.468 -2.168  -0.123
F4 -8.202 6.519 -2.378  -0.321
C17 6.812 -2.916 4.969  -0.419
C18 2.050 -1.208 3.175  -0.485
H15 7.521 -2.733 4.174  0.357
H16 -1.141 -1.499 -4.479  0.537
H17 -7.347 4.088 -2.210  0.415
H18 -1.095 -2.948 -0.443  0.442
C19 -1.468 -0.056 4.985  -0.630
H19 -0.127 -2.550 -7.484  0.415
H20 1.258 -0.937 -4.298  0.397
C20 0.736 -1.372 -3.456  -0.589
H21 -0.508 6.361 -3.909  0.446
C21 -0.902 -6.324 -7.213  -0.344
H22 -0.409 1.421 5.860  0.226
H23 -6.244 8.202 -2.395  0.411
C22 -5.941 7.166 -2.324  -0.511
H24 5.182 -3.361 3.631  0.430
C23 -0.863 6.259 -1.805  0.000
C24 0.528 -1.402 3.087  1.089
H25 0.189 3.843 0.285  0.661
H26 1.094 -4.181 -8.911  0.354
C25 4.607 -3.483 5.685  0.480
H27 0.686 -2.086 5.167  0.403
C26 0.390 4.621 -3.000  -0.485
C27 0.344 -4.527 -8.212  -0.338
H28 -1.745 -2.062 5.669  0.388
C28 4.980 -3.371 7.009  -0.530
H29 -2.326 -2.498 -2.558  0.418
O2 1.763 0.858 1.646  -0.132
C29 0.580 3.916 -1.819  -0.550
C30 -0.682 5.576 -0.619  -0.360
C31 -0.597 -2.504 -1.296  -0.279
H30 -1.103 5.969 0.296  0.432
C32 6.291 -3.032 7.312  -0.333
H31 6.597 -2.948 8.346  0.358
N1 0.707 1.807 1.435  -0.492
C33 -0.611 -1.690 -3.560  -0.577
H32 8.227 -2.535 6.535  0.372
H33 0.582 -6.593 -8.737  0.369
F5 1.404 -2.412 -0.060  -0.313
H34 -1.545 0.514 4.059  0.271
N2 -0.285 0.419 5.746  -0.498
O3 2.421 0.080 3.717  -0.334
C34 5.505 -3.262 4.660  -0.295
C35 0.741 -2.176 -1.214  0.431
C36 -1.276 -4.074 -6.526  0.469
O4 -1.190 0.638 0.567  -0.423
H35 -2.101 -1.796 3.933  0.293
C37 -0.329 -3.611 -7.417  -0.358
H36 0.811 4.252 -3.926  0.379
H37 -2.367 0.170 5.572  0.419


No. 8
Below is a structure of composition C39H43F15GeNO6P2S2Tl, with properties calculated with wB97M-V/def2-TZVPD.

Calculated values
molar mass = 1309.8 g/mol
total charge = 0
orbital gap = 8.2 eV
highest occupied orbital energy = -7.942 eV
multiplicity = 1

Last column: Mulliken charge in e.
Cartesian coordinates (Å):
C1 -4.937 -0.537 -2.333  -0.501
C2 4.178 5.326 0.544  -0.088
C3 -2.286 -1.430 -2.120  -0.142
F1 6.258 6.351 0.893  -0.323
H1 6.035 0.139 1.980  0.445
F2 -2.519 7.924 2.236  -0.309
H2 1.571 3.661 -3.352  0.497
H3 5.427 -4.183 -0.348  0.406
C4 0.371 -5.562 0.317  -1.169
C5 -0.946 4.732 1.751  -0.081
S1 1.186 1.386 2.044  -0.541
C6 0.145 5.872 3.499  0.283
F3 3.563 1.800 4.493  -0.353
C7 -1.815 5.790 1.580  -0.093
C8 3.284 -3.858 -1.936  -1.554
C9 -3.151 -1.500 -1.023  0.481
H4 -2.777 -1.893 -0.082  0.328
C10 5.508 0.936 1.450  -1.561
C11 1.480 2.854 4.884  -0.063
C12 3.777 1.434 -0.313  -0.620
H5 -0.289 -1.510 -2.617  0.273
H6 3.064 0.987 -1.010  -0.192
O1 -0.850 -1.007 1.653  -0.734
H7 0.393 2.278 -5.280  0.394
O2 -0.483 -2.804 3.473  -0.318
C13 -0.718 -0.743 4.828  -0.509
C14 2.529 2.051 5.310  -0.169
H8 -5.963 -0.203 -2.420  0.390
C15 2.554 1.452 6.551  -0.006
H9 -0.131 -5.351 -0.631  0.244
O3 1.597 -0.846 -0.354  0.198
H10 -5.120 -1.118 -0.277  0.409
C16 -1.763 -5.150 1.601  -1.489
P1 -0.060 -2.171 2.089  -0.097
H11 5.114 -0.247 -0.296  0.241
H12 -2.094 -0.836 -4.173  0.489
F4 -0.652 3.724 5.438  -0.350
H13 -0.973 1.556 -4.381  0.183
H14 3.221 2.039 0.407  -0.227
F5 6.114 5.837 3.538  -0.321
F6 3.576 0.681 6.926  -0.341
F7 -0.603 2.598 7.857  -0.341
O4 3.675 -0.524 1.164  -0.236
H15 -2.293 -4.983 0.659  0.292
H16 0.233 -4.956 2.371  0.320
H17 -0.655 -2.171 -1.111  -0.052
H18 -4.427 -0.044 -4.358  0.395
H19 -0.641 -4.101 5.682  0.419
C17 -0.242 -2.187 4.778  0.623
Ge1 1.381 3.289 2.945  0.651
C18 4.029 4.769 3.239  0.351
C19 1.489 1.641 7.411  0.803
H20 -1.859 -6.201 1.880  0.456
C20 -4.074 -0.453 -3.419  -0.733
F8 1.492 1.064 8.607  -0.343
C21 -2.763 -0.895 -3.319  -0.389
C22 0.047 4.739 2.709  0.014
C23 5.328 -3.136 -0.644  -1.561
F9 -2.763 5.759 0.645  -0.299
C24 -0.708 6.947 3.358  0.148
F10 -1.094 3.681 0.932  -0.068
O5 3.104 -2.812 0.229  0.026
S2 1.124 1.294 -3.207  0.222
C25 5.128 5.440 2.734  0.272
C26 2.992 4.347 2.426  0.300
H21 -2.034 -3.002 5.625  0.366
H22 0.186 0.516 -5.249  0.365
H23 4.937 1.520 2.177  0.086
C27 -0.955 -3.061 5.786  -1.718
C28 -4.463 -1.062 -1.138  -0.707
C29 -1.692 6.899 2.390  0.634
C30 0.070 1.433 -4.671  -0.993
H24 -0.727 -2.722 6.799  0.411
H25 4.471 2.068 -0.873  0.712
H26 -0.466 -0.327 5.806  0.321
H27 2.244 -3.613 -2.165  0.274
O6 -0.203 -3.381 1.084  0.516
C31 4.561 0.362 0.421  0.747
H28 -2.223 -4.537 2.378  0.317
H29 6.240 1.585 0.966  0.433
H30 3.811 -1.849 -1.474  0.245
C32 0.422 2.423 7.024  0.063
N1 -0.990 -1.933 -2.032  -0.307
C33 1.702 -1.830 2.253  0.261
P2 2.479 -1.418 0.681  -1.368
C34 3.096 4.664 1.083  -0.237
H31 1.417 -5.266 0.234  0.105
C35 5.204 5.711 1.384  0.803
H32 3.853 -3.888 -2.867  0.439
H33 2.220 -2.690 2.683  0.873
C36 -0.300 -4.795 1.433  0.680
H34 -1.801 -0.697 4.690  0.284
F11 2.104 4.316 0.242  -0.399
C37 1.044 3.011 -2.655  -0.543
Tl1 -0.684 0.844 -0.229  1.125
H35 5.977 -2.952 -1.503  0.368
F12 -0.596 8.022 4.132  -0.303
H36 0.316 -6.634 0.518  0.464
C38 3.885 -2.831 -1.002  1.115
H37 -0.258 -0.115 4.062  -0.037
H38 1.527 3.062 -1.679  -0.287
F13 4.247 5.595 -0.760  -0.351
F14 4.001 4.573 4.562  -0.342
H39 0.834 -2.228 4.961  0.199
H40 5.660 -2.512 0.188  0.326
C39 0.429 3.005 5.770  0.338
F15 1.088 5.954 4.450  -0.361
H41 0.005 3.331 -2.557  0.330
H42 3.325 -4.846 -1.474  0.328
H43 1.827 -0.948 2.891  0.043